No. 1
Molecular formula: C30H31N3O6S5SeSnTe
Method: DFT, wB97M-V/def2-TZVPD

Positions of all 78 atoms, in Å:
Sn: -0.446 -1.755 0.946
O: -1.531 0.944 8.938
C: -1.196 0.510 7.857
S: -1.176 -1.200 7.430
C: -0.627 -1.058 5.753
C: -0.421 0.225 5.353
S: 0.146 0.632 3.758
S: -0.661 1.521 6.517
S: -0.317 -2.488 4.883
C: 2.715 -2.367 -6.013
C: 1.570 -2.520 -5.046
C: 1.616 -1.899 -3.800
C: 0.589 -2.054 -2.886
C: -0.512 -2.835 -3.217
C: -0.570 -3.470 -4.446
C: 0.466 -3.303 -5.358
S: -1.809 -3.078 -2.006
O: -2.459 -1.783 -1.816
O: -2.651 -4.107 -2.585
N: -1.112 -3.461 -0.665
C: -0.107 -4.515 -0.709
C: 1.242 -4.095 -0.110
O: 2.201 -4.839 -0.237
O: 1.260 -2.966 0.524
H: 2.971 -1.316 -6.158
H: 2.469 -2.795 -6.986
H: 3.609 -2.872 -5.639
H: 2.477 -1.295 -3.534
H: 0.642 -1.580 -1.911
H: -1.426 -4.092 -4.672
H: 0.418 -3.800 -6.321
H: 0.109 -4.872 -1.720
H: -0.434 -5.392 -0.143
C: -3.905 2.537 2.321
N: -3.871 1.685 1.158
C: -3.808 0.314 1.190
Se: -3.773 -0.740 2.663
N: -3.753 -0.092 -0.106
C: -3.732 0.998 -0.960
C: -3.671 1.088 -2.338
C: -3.691 2.366 -2.887
C: -3.780 3.503 -2.084
C: -3.850 3.406 -0.698
C: -3.818 2.134 -0.153
H: -3.617 1.938 3.183
H: -4.907 2.941 2.482
H: -3.197 3.357 2.191
H: -3.468 -1.016 -0.425
H: -3.574 0.194 -2.938
H: -3.626 2.480 -3.961
H: -3.791 4.481 -2.548
H: -3.920 4.287 -0.073
C: 0.424 2.186 0.316
C: 0.700 1.032 -0.652
C: 2.206 0.929 -0.899
C: -0.052 1.289 -1.957
O: 0.254 -0.149 -0.053
H: 0.848 3.129 -0.046
H: 0.860 1.952 1.288
H: -0.655 2.310 0.447
H: 2.604 1.846 -1.344
H: 2.424 0.094 -1.568
H: 2.716 0.740 0.048
H: 0.287 2.220 -2.424
H: -1.118 1.372 -1.752
H: 0.090 0.473 -2.664
Te: 2.156 -0.684 3.617
C: 3.508 0.953 3.416
C: 4.868 0.666 3.533
C: 5.825 1.659 3.377
C: 5.440 2.966 3.110
C: 4.089 3.263 2.998
C: 3.132 2.267 3.145
H: 5.189 -0.348 3.751
H: 6.876 1.409 3.470
H: 6.185 3.744 2.991
H: 3.772 4.279 2.790
H: 2.082 2.517 3.061

Cartesian forces, eV/Å:
-0.208 -0.265 0.202
0.000 -0.017 -0.017
0.014 0.017 0.005
0.005 0.015 -0.022
-0.019 0.016 0.084
-0.038 0.042 0.026
0.000 -0.050 -0.003
0.014 -0.009 -0.001
-0.004 -0.002 -0.042
-0.005 0.002 -0.014
0.000 0.006 0.007
-0.013 -0.027 -0.018
0.012 -0.040 0.030
0.050 -0.009 0.011
-0.050 0.068 -0.013
0.001 0.006 0.009
-0.195 -0.146 -0.025
0.018 -0.051 -0.026
0.091 -0.010 0.012
0.399 0.424 -0.026
-0.108 -0.177 -0.074
-0.115 0.281 0.179
0.051 -0.129 -0.067
0.200 -0.029 -0.096
-0.001 -0.001 0.006
0.000 -0.003 0.002
-0.002 0.001 0.000
0.001 0.003 0.004
0.010 -0.001 0.005
0.004 -0.007 0.007
0.002 -0.002 0.004
-0.041 0.003 -0.022
-0.036 0.008 0.013
0.003 0.009 -0.002
0.085 0.005 -0.032
0.012 0.039 -0.126
-0.101 -0.041 0.082
0.157 0.237 -0.132
-0.104 -0.079 0.109
0.012 0.012 0.006
-0.019 -0.027 -0.005
-0.001 0.005 0.026
0.027 0.026 -0.003
-0.105 -0.039 0.042
0.001 0.001 0.005
0.004 -0.002 -0.005
0.012 -0.009 0.001
-0.047 -0.094 0.104
0.016 0.018 -0.008
0.001 -0.003 -0.001
0.006 0.000 0.004
0.006 -0.006 -0.004
0.022 0.044 -0.010
-0.002 0.002 0.280
0.002 -0.018 0.023
0.051 0.031 -0.026
-0.053 -0.106 -0.472
-0.027 0.011 -0.002
0.009 0.013 -0.032
0.004 -0.015 0.010
0.005 0.004 0.008
-0.016 -0.025 -0.008
0.009 0.011 -0.012
-0.011 -0.009 0.009
-0.027 0.012 0.003
0.026 0.012 -0.012
0.027 0.024 0.068
-0.008 0.100 -0.068
-0.012 -0.006 -0.028
-0.008 -0.013 0.011
-0.014 0.000 -0.004
-0.014 -0.034 0.006
0.038 -0.014 0.057
-0.004 0.001 -0.005
-0.002 0.000 -0.001
0.002 -0.002 -0.001
-0.001 0.000 -0.002
-0.001 0.009 0.008

Computed properties:
Molar mass: 1015.2 Da
Kohn-Sham gap: 0.22166 Eh
Lowest unoccupied orbital energy: 4.0 eV
E_HOMO: -2.033 eV
Charge: -2
Relative energy (zero: lowest compared OMol25 entry of this formula, charge and spin): 0.732 eV

=====

No. 2
Molecular formula: C30H32BiClN3SSi2
Method: DFT, wB97M-V/def2-TZVPD

Positions of all 70 atoms, in Å:
C: 1.164 -5.090 -0.705
C: 1.226 -4.058 -1.693
C: 2.220 -3.116 -1.301
H: 0.661 -4.037 -2.618
C: 2.766 -3.529 -0.041
C: 2.104 -4.769 0.347
H: 2.371 -5.413 1.176
H: 0.590 -6.006 -0.789
H: 2.567 -2.265 -1.878
H: 3.591 -3.067 0.494
Bi: 0.436 -3.071 0.653
Si: -3.142 0.228 1.501
C: -3.141 0.258 -0.360
C: -4.139 0.983 -1.057
H: -4.939 1.488 -0.501
C: -4.088 1.105 -2.453
H: -4.847 1.710 -2.991
C: -3.038 0.480 -3.157
H: -3.014 0.573 -4.248
C: -2.047 -0.259 -2.494
H: -1.233 -0.737 -3.066
C: -2.101 -0.356 -1.103
H: -1.310 -0.913 -0.596
C: 1.018 0.772 0.177
C: 1.712 0.958 -1.031
H: 1.118 1.192 -1.913
C: 3.099 0.731 -1.077
H: 3.646 0.957 -2.015
C: 3.722 0.310 0.121
H: 4.804 0.403 0.188
C: 3.007 -0.120 1.244
H: 3.488 -0.576 2.119
C: 1.613 0.063 1.247
H: 0.973 -0.308 2.051
H: -2.184 -0.854 1.867
Si: -0.022 2.207 0.536
C: 1.147 3.543 1.160
C: 1.507 4.653 0.376
H: 1.030 4.821 -0.596
C: 2.534 5.521 0.787
H: 2.758 6.415 0.190
C: 3.300 5.218 1.924
H: 4.145 5.861 2.196
C: 2.996 4.071 2.670
H: 3.606 3.819 3.541
C: 1.948 3.234 2.270
H: 1.835 2.297 2.812
C: -0.991 3.040 -0.790
C: -0.759 3.049 -2.166
H: 0.092 2.528 -2.576
C: -1.590 3.749 -3.053
H: -1.362 3.735 -4.130
C: -2.714 4.424 -2.563
H: -3.365 4.964 -3.253
C: -2.939 4.461 -1.184
H: -3.807 4.972 -0.760
C: -2.034 3.850 -0.320
H: -2.152 4.057 0.741
H: -4.354 0.120 2.236
Cl: -1.378 1.841 2.116
N: -0.002 -4.606 2.943
N: -0.483 -5.939 2.718
C: -1.176 -6.128 1.557
N: -1.489 -7.420 1.334
S: -1.715 -4.839 0.619
H: -0.784 -4.077 3.350
H: 0.755 -4.628 3.632
H: 0.196 -6.667 2.977
H: -2.086 -7.677 0.569
H: -1.324 -8.138 2.044

Cartesian forces, eV/Å:
0.997 0.527 -0.841
1.204 -1.059 -0.137
0.376 -0.816 0.407
-0.009 0.061 0.287
-0.047 -0.587 -0.803
0.022 0.450 -1.145
-0.059 0.209 -0.053
-0.034 0.325 0.166
-0.240 -0.019 0.231
-0.316 -0.012 -0.104
-1.002 1.549 1.341
0.267 -0.969 -1.090
-0.320 -0.112 -0.255
0.390 0.023 -0.493
0.308 -0.233 -0.206
0.306 -0.159 0.248
0.596 -0.558 0.395
-0.256 0.060 -0.161
0.062 -0.045 0.432
-0.359 0.339 -0.033
-0.498 0.266 0.349
-0.319 0.248 -0.041
-0.257 0.124 0.012
0.269 -1.012 0.115
0.810 -0.859 0.203
0.510 0.419 0.219
-0.690 -0.030 0.376
-0.174 -0.269 0.910
0.470 0.490 -0.401
-0.081 -0.453 -0.104
-0.793 -0.245 -0.391
-0.021 0.299 -0.511
0.490 0.295 -0.613
0.340 0.569 0.180
-0.072 -0.128 0.146
-0.594 1.607 0.242
0.914 -0.673 -0.205
0.125 0.232 0.241
-0.078 0.099 0.501
0.051 -0.314 -0.002
-0.034 -0.501 0.261
-0.412 -0.002 -0.191
-0.449 -0.267 -0.018
0.061 0.177 -0.322
-0.209 0.018 -0.289
0.514 0.554 0.263
-0.320 0.208 0.021
-0.515 0.412 -0.364
-0.388 0.107 -0.357
-0.088 -0.030 -0.148
-0.039 -0.018 0.144
-0.161 0.060 0.628
0.346 -0.090 0.005
0.078 -0.245 0.228
0.201 0.142 -0.199
0.367 0.015 -0.240
-0.473 0.189 -0.129
-0.117 -0.387 -0.073
-1.254 -0.383 0.327
1.585 0.915 0.397
-0.370 -0.365 0.503
1.046 0.198 -0.021
-0.488 -0.299 0.562
0.269 -0.195 0.163
-0.740 -0.676 0.225
0.357 -0.209 -0.007
-0.328 -0.136 -0.167
-0.592 0.461 -0.081
-0.033 0.162 -0.107
-0.102 0.553 -0.424

Computed properties:
Molar mass: 767.3 Da
Kohn-Sham gap (alpha / beta): 0.22681 / 0.14381 Eh
Lowest unoccupied orbital energy (alpha / beta): -2.7 / -3.3 eV
E_HOMO (alpha / beta): -8.852 / -7.192 eV
Charge: +1
Relative energy (zero: lowest compared OMol25 entry of this formula, charge and spin): 0.738 eV

=====

No. 3
Molecular formula: C30H32BrN5O2S4Sr
Method: DFT, wB97M-V/def2-TZVPD

Positions of all 75 atoms, in Å:
Sr: -0.126 -0.148 -0.585
S: -2.352 0.976 -2.166
C: -2.458 -0.065 -3.557
C: -3.005 0.491 -4.718
C: -3.241 -0.254 -5.857
C: -2.930 -1.606 -5.862
C: -2.364 -2.171 -4.734
C: -2.112 -1.436 -3.579
S: -1.437 -2.327 -2.235
H: -3.273 1.540 -4.686
H: -3.668 0.224 -6.734
H: -3.128 -2.223 -6.733
H: -2.111 -3.223 -4.720
Br: 2.642 -2.068 0.455
C: 3.878 -1.327 -0.827
C: 5.117 -1.916 -0.851
C: 6.109 -1.442 -1.715
C: 5.847 -0.366 -2.512
C: 4.585 0.261 -2.486
C: 4.358 1.407 -3.269
C: 3.136 2.018 -3.246
C: 2.091 1.474 -2.486
C: 2.224 0.354 -1.680
C: 3.524 -0.233 -1.654
H: 5.322 -2.744 -0.191
H: 7.078 -1.922 -1.727
H: 6.607 0.030 -3.176
H: 5.171 1.789 -3.876
H: 2.966 2.918 -3.828
H: 1.130 1.974 -2.541
C: -5.014 -1.396 -1.868
C: -4.661 -1.419 -0.425
C: -5.358 -0.721 0.532
C: -4.902 -0.799 1.865
N: -3.934 -1.605 2.217
C: -3.250 -2.279 1.283
S: -2.028 -3.315 1.692
N: -3.599 -2.147 -0.051
C: -5.487 0.055 2.937
H: -6.060 -1.135 -2.013
H: -4.800 -2.353 -2.340
H: -4.400 -0.637 -2.358
H: -6.201 -0.105 0.264
H: -2.905 -2.443 -0.784
H: -6.497 0.370 2.688
H: -4.861 0.946 3.033
H: -5.472 -0.464 3.893
N: 0.312 2.650 0.099
C: 0.425 3.780 0.248
N: 0.583 5.082 0.342
C: -0.269 5.889 1.191
C: -0.393 7.273 0.550
O: 0.876 7.863 0.328
C: 1.673 7.054 -0.508
C: 1.886 5.664 0.099
H: 0.164 5.988 2.198
H: -1.247 5.418 1.276
H: -0.935 7.958 1.203
H: -0.933 7.183 -0.404
H: 2.624 7.578 -0.628
H: 1.198 6.944 -1.495
H: 2.456 5.760 1.037
H: 2.443 5.029 -0.591
S: -3.346 3.295 3.447
C: -2.304 2.240 2.816
N: -1.522 1.489 2.386
C: 0.964 0.547 4.578
C: 1.611 0.972 3.258
O: 0.933 0.447 2.158
H: 1.440 1.037 5.427
H: 1.038 -0.532 4.698
H: -0.090 0.820 4.556
H: 2.644 0.607 3.199
H: 1.640 2.077 3.214
H: -0.009 0.751 2.232

Cartesian forces, eV/Å:
-0.037 0.208 0.453
0.317 0.296 0.563
0.020 -0.084 -0.237
-0.084 0.038 -0.102
-0.108 0.063 -0.254
-0.005 -0.092 -0.176
-0.129 -0.059 -0.306
-0.084 0.130 -0.014
0.603 -0.118 0.425
0.035 0.007 -0.034
-0.006 -0.056 0.038
0.025 0.036 -0.032
0.016 -0.049 -0.020
0.058 0.297 -0.429
0.208 -0.445 0.272
-0.448 -0.115 0.327
0.165 0.195 -0.201
0.217 -0.132 0.022
-0.119 -0.171 0.212
-0.068 0.285 -0.169
0.256 0.139 -0.231
-0.067 -0.301 0.275
-0.152 -0.072 0.195
0.043 0.336 -0.330
0.014 -0.081 0.042
0.074 -0.038 -0.022
0.042 0.016 -0.015
0.013 0.032 -0.025
0.010 0.012 -0.081
-0.166 0.084 -0.045
0.114 0.051 -0.191
-0.304 0.223 0.075
0.104 -0.122 0.221
-0.264 -0.019 -0.540
0.048 0.274 0.515
-0.238 -0.221 -0.608
0.966 -0.528 0.064
-0.164 0.354 0.621
-0.025 0.074 0.004
-0.073 0.000 0.087
0.017 -0.022 -0.033
-0.039 -0.028 0.011
-0.055 0.046 -0.085
-0.221 -0.085 0.092
-0.118 0.067 0.004
-0.041 0.069 0.043
0.017 -0.052 -0.006
-0.197 -0.961 -0.188
0.034 -0.053 -0.007
0.087 0.571 -0.025
-0.321 0.435 0.131
-0.210 -0.202 0.145
0.032 0.066 0.088
0.220 -0.268 -0.064
0.321 0.407 -0.224
-0.047 -0.060 -0.102
-0.001 -0.016 0.062
-0.009 -0.115 -0.018
0.044 -0.010 0.063
-0.040 -0.103 0.001
0.024 0.002 0.081
-0.079 -0.057 -0.087
-0.016 0.003 0.030
-0.947 1.032 0.511
0.892 -0.711 -0.374
-0.133 -0.210 -0.251
0.081 0.040 -0.322
0.257 0.126 0.376
-0.444 -0.405 -0.483
0.075 0.049 0.087
-0.025 -0.103 0.030
-0.039 0.009 0.080
-0.108 0.113 0.025
0.014 -0.153 -0.062
0.166 0.132 0.126

Computed properties:
Molar mass: 790.4 Da
Kohn-Sham gap: 0.20313 Eh
Lowest unoccupied orbital energy: 3.9 eV
E_HOMO: -1.640 eV
Charge: -2